(1)
Here is one molecule with the formula C5H8O from the Open Molecules 2025 dataset. Energies are from wB97M-V/def2-TZVPD.

Structure (XYZ):
```
14
Properties=species:S:1:pos:R:3:forces:R:3:mulliken_charge:R:1
C 1.277205 0.387602 -0.763551 -0.4 -0.9 0.0 -0.760
C 0.597259 0.402220 0.517939 -0.6 0.6 0.6 0.109
C -0.829154 1.015479 0.846839 1.1 -0.3 0.0 -0.340
O -1.830410 0.280345 0.288962 0.6 -1.2 -0.4 -0.615
C -0.777263 -1.258552 -0.651897 -0.3 1.0 0.5 -0.652
C 0.482580 -0.989863 -0.026640 0.8 0.4 -0.7 -0.101
H 0.755527 0.502729 -1.704639 -0.2 0.3 0.2 0.252
H 2.342250 0.679446 -0.825393 -0.5 -1.0 0.2 0.285
H 1.325047 0.459445 1.327442 -0.2 0.2 0.0 0.378
H -0.771700 2.070783 0.492509 -0.3 -0.4 0.0 0.226
H -0.835286 1.023273 1.955810 -0.3 0.0 -0.2 0.280
H -1.172836 -0.625562 -1.417489 0.3 0.0 -0.6 0.265
H -1.094486 -2.318138 -0.731100 -0.3 0.9 0.7 0.314
H 0.975114 -1.813026 0.497107 0.1 0.5 -0.4 0.359
```
Forces are in eV/Å.

Output
E_tot ... -7357.8062 eV
LUMO energy ... 0.10 eV
Relative energy (zero: lowest compared OMol25 entry of this formula, charge and spin) ... 429.3 kJ/mol
HOMO-LUMO gap ... 8.89 eV
Multiplicity ... 1

(2)
Here is one molecule with the formula C5H8O from the Open Molecules 2025 dataset. Energies are from wB97M-V/def2-TZVPD.

Structure (XYZ):
```
14
Properties=species:S:1:pos:R:3:forces:R:3:mulliken_charge:R:1
C 1.668051 -0.010337 -0.313257 0.2 0.4 -0.3 -1.485
C 0.366651 0.008531 0.459385 0.0 -0.2 0.0 0.487
C -0.658853 -1.098105 0.094754 -0.2 0.0 -0.1 -0.676
C -1.716563 0.001068 -0.072771 0.0 -0.1 0.1 0.414
C -0.666546 1.107865 0.087030 -0.1 0.2 0.1 -0.679
H 1.491912 0.040734 -1.402561 0.0 -0.1 0.4 0.359
H 2.247825 -0.914551 -0.110666 0.0 0.1 0.0 0.355
H 2.282053 0.864436 -0.052823 -0.1 -0.3 0.0 0.354
H 0.574833 0.001755 1.530646 -0.1 0.0 0.0 0.305
H -0.452117 -1.607252 -0.853324 0.0 0.1 0.1 0.266
H -0.883722 -1.854347 0.848779 0.0 0.1 0.0 0.296
H -0.445192 1.601290 -0.866930 0.0 0.0 0.1 0.264
H -0.899442 1.869793 0.843004 0.0 -0.2 -0.2 0.290
O -2.908885 -0.010875 -0.191271 0.4 0.1 0.0 -0.550
```
Forces are in eV/Å.

Output
E_tot ... -7361.4580 eV
LUMO energy ... 1.00 eV
Relative energy (zero: lowest compared OMol25 entry of this formula, charge and spin) ... 76.9 kJ/mol
HOMO-LUMO gap ... 10.48 eV
SMILES ... CC1CC(=O)C1
Multiplicity ... 1

(3)
Here is one molecule with the formula C5H8O from the Open Molecules 2025 dataset. Energies are from wB97M-V/def2-TZVPD.

Structure (XYZ):
```
14
Properties=species:S:1:pos:R:3:forces:R:3:mulliken_charge:R:1
C -2.196391 -0.053990 0.054693 -0.4 -0.2 -0.2 -0.881
C -0.870473 0.007146 -0.007202 1.2 0.3 0.4 0.531
C 0.049848 1.246130 -0.029011 -0.3 -0.5 0.3 -0.463
C 1.520286 0.655267 -0.041102 -0.9 1.1 1.7 -0.432
C 1.328097 -0.889530 0.103825 -0.4 1.2 -2.2 -0.359
H -2.690162 0.915801 0.203213 -0.1 -0.7 -0.3 0.240
H -2.767476 -1.014897 -0.070826 0.7 1.3 0.4 0.262
H -0.023796 1.870069 0.875508 -0.5 -0.3 -0.3 0.245
H -0.289631 1.865410 -0.884617 0.8 -0.3 0.3 0.267
H 2.023563 1.013569 -0.952581 0.2 -0.5 0.6 0.288
H 1.974087 1.081431 0.932516 -0.1 -0.7 -1.9 0.231
H 1.667343 -1.289678 1.056312 -0.2 0.0 0.0 0.279
H 1.852950 -1.373741 -0.756422 -0.4 0.0 0.9 0.231
O -0.091885 -1.107262 -0.111291 0.5 -0.7 0.2 -0.438
```
Forces are in eV/Å.

Output
E_tot ... -7360.8846 eV
LUMO energy ... 1.02 eV
Relative energy (zero: lowest compared OMol25 entry of this formula, charge and spin) ... 132.2 kJ/mol
HOMO-LUMO gap ... 9.50 eV
SMILES ... C=C1CCCO1
Multiplicity ... 1

(4)
Here is C5H8O as an isolated structure from the Open Molecules 2025 dataset. Energies are from wB97M-V/def2-TZVPD.

Structure (XYZ):
```
14
Properties=species:S:1:pos:R:3:forces:R:3:mulliken_charge:R:1
C -0.468674 -1.570756 0.139753 0.0 0.0 0.0 -1.386
C 0.135367 -0.179418 0.068626 -0.3 0.0 0.4 1.329
C -0.817855 0.971475 0.376564 -0.2 -0.2 -0.1 -0.603
O -0.194126 2.220290 0.353534 0.2 0.0 0.1 -0.484
C 1.551266 0.057759 0.490640 -0.1 -0.1 -0.5 -1.293
C 1.511601 0.054807 -0.840252 0.3 0.2 0.2 -0.093
H -0.651141 -1.801939 1.195449 0.0 0.1 -0.2 0.361
H 0.234106 -2.311446 -0.247894 -0.1 0.1 0.1 0.409
H -1.418871 -1.641259 -0.401193 0.1 0.0 0.1 0.366
H 0.400192 -0.228803 -1.309568 -0.1 -0.1 0.0 0.101
H -1.649570 1.000627 -0.335946 0.1 0.0 0.1 0.311
H -1.243046 0.734600 1.367666 0.1 0.0 -0.1 0.285
H 0.651040 2.117011 0.821167 -0.1 0.1 -0.1 0.378
H 1.959715 0.577055 -1.678543 0.0 -0.1 0.1 0.319
```
Forces are in eV/Å.

Output
E_tot ... -7356.6940 eV
LUMO energy ... 0.89 eV
Relative energy (zero: lowest compared OMol25 entry of this formula, charge and spin) ... 536.6 kJ/mol
HOMO-LUMO gap ... 10.15 eV
Multiplicity ... 1

(5)
Here is C5H8O as an isolated structure from the Open Molecules 2025 dataset. Energies are from wB97M-V/def2-TZVPD.

Structure (XYZ):
```
14
Properties=species:S:1:pos:R:3:forces:R:3:mulliken_charge:R:1
C 0.339851 1.463459 -0.555156 -0.1 -0.1 0.0 -1.298
C 0.047568 0.030094 -0.950979 -0.4 -0.2 0.1 0.035
C 0.900376 -0.856222 1.134525 0.0 0.2 0.2 -0.750
C 0.296024 -1.090475 -0.068884 1.2 -0.2 -0.1 -0.214
C -1.451120 -0.511466 0.128777 -0.7 0.5 -0.7 0.035
O -2.246588 -1.412312 0.107370 0.7 0.8 -0.5 -0.488
H 1.401090 1.750787 -0.592430 -0.2 -0.4 0.0 0.320
H -0.187242 2.157036 -1.220729 0.0 -0.2 0.1 0.346
H 0.030250 1.649226 0.481144 0.0 0.0 -0.1 0.345
H 0.154833 -0.146490 -2.027883 -0.9 -0.1 0.2 0.360
H 0.551530 -1.165412 2.108360 0.4 -1.0 -0.1 0.286
H 1.735096 -0.166506 1.102868 -0.5 0.7 0.4 0.271
H -0.054561 -2.039591 -0.466713 -0.1 0.0 0.5 0.437
H -1.517106 0.337873 0.819730 0.3 0.1 0.0 0.314
```
Forces are in eV/Å.

Output
E_tot ... -7358.0371 eV
LUMO energy ... 0.17 eV
Relative energy (zero: lowest compared OMol25 entry of this formula, charge and spin) ... 407.0 kJ/mol
HOMO-LUMO gap ... 8.26 eV
Multiplicity ... 1

(6)
Here is one molecule with the formula C5H8O from the Open Molecules 2025 dataset. Energies are from wB97M-V/def2-TZVPD.

Structure (XYZ):
```
14
Properties=species:S:1:pos:R:3:forces:R:3:mulliken_charge:R:1
C -1.098097 -1.882502 -0.626488 0.4 -0.3 -0.8 -1.094
C -0.452000 -0.541057 -0.613342 0.1 1.2 0.8 -0.160
C 0.213523 -0.046602 0.436627 0.5 -0.4 -0.4 0.716
O 0.486231 -0.889633 1.489936 -0.3 0.2 0.7 -0.533
C 0.888845 1.270107 0.545444 -0.5 -0.8 0.1 -0.191
C 0.755489 2.278595 -0.291535 0.3 0.9 -0.1 -0.840
H -0.456297 -2.585669 -0.112814 -0.1 -0.2 0.4 0.306
H -1.144240 -2.257912 -1.647391 -0.2 0.0 -0.2 0.333
H -2.106773 -1.939077 -0.217640 0.0 0.2 0.2 0.251
H -0.502493 0.170698 -1.427978 -0.3 -0.4 -0.3 0.207
H 0.488395 -0.375444 2.313441 0.1 -0.3 -0.3 0.308
H 1.509405 1.347562 1.433423 0.1 0.2 -0.1 0.235
H 0.136145 2.236358 -1.178360 0.0 0.0 0.1 0.224
H 1.281867 3.214581 -0.103322 -0.1 -0.2 -0.1 0.238
```
Forces are in eV/Å.

Output
E_tot ... -7360.7729 eV
LUMO energy ... 0.88 eV
Relative energy (zero: lowest compared OMol25 entry of this formula, charge and spin) ... 143.0 kJ/mol
HOMO-LUMO gap ... 9.21 eV
SMILES ... C=C/C(O)=C/C
Multiplicity ... 1

(7)
Here is one molecule with the formula C5H8O from the Open Molecules 2025 dataset. Energies are from wB97M-V/def2-TZVPD.

Structure (XYZ):
```
14
Properties=species:S:1:pos:R:3:forces:R:3:mulliken_charge:R:1
C -1.759816 0.515938 -0.450387 -0.1 0.0 0.0 -1.386
C -0.296815 0.103169 -0.431166 0.0 0.1 0.1 0.843
C 0.761604 1.127125 -0.308422 0.0 -0.4 0.1 -0.745
C 1.843349 0.357040 0.336344 0.1 0.2 -0.2 -0.205
O 1.512389 -1.021178 0.499372 0.0 0.0 0.0 -0.369
C 0.101794 -1.082591 0.461775 -0.2 0.0 0.0 -0.567
H -2.395198 -0.303311 -0.803212 0.1 0.1 0.1 0.341
H -1.905963 1.380180 -1.103366 0.0 -0.1 0.1 0.370
H -2.096207 0.789847 0.555213 0.1 0.0 -0.1 0.347
H 0.021515 -0.160864 -1.470900 0.0 0.0 0.0 0.155
H 1.923207 0.871000 1.319452 0.0 0.0 -0.1 0.281
H 2.824285 0.443512 -0.141884 -0.1 0.0 0.1 0.350
H -0.336029 -0.961911 1.468528 0.1 0.0 -0.1 0.317
H -0.198111 -2.057957 0.068648 0.0 0.1 0.0 0.269
```
Forces are in eV/Å.

Output
E_tot ... -7358.4873 eV
LUMO energy ... 0.18 eV
Relative energy (zero: lowest compared OMol25 entry of this formula, charge and spin) ... 363.6 kJ/mol
HOMO-LUMO gap ... 9.17 eV
Multiplicity ... 1

(8)
Here is one molecule with the formula C5H8O from the Open Molecules 2025 dataset. Energies are from wB97M-V/def2-TZVPD.

Structure (XYZ):
```
14
Properties=species:S:1:pos:R:3:forces:R:3:mulliken_charge:R:1
C 0.548983 0.286741 1.846958 1.3 0.0 1.0 -1.321
C -0.398412 -0.087240 0.752711 0.2 -1.2 -0.6 0.360
C -1.063327 0.994391 -0.115518 -1.4 1.0 0.1 -0.696
C -0.686008 0.223474 -1.426248 -0.6 -0.1 1.0 -0.428
C 0.296089 -0.562941 -0.563952 1.5 -0.7 -0.2 0.364
H 1.153264 1.207675 1.617101 -0.6 -0.9 0.0 0.312
H 1.271563 -0.565693 2.007239 -0.6 0.9 -0.2 0.283
H 0.049908 0.457632 2.815054 0.1 0.0 -0.4 0.355
H -1.074019 -0.916688 1.064731 0.2 0.6 -0.1 0.282
H -2.156412 1.287899 -0.008978 1.2 -0.8 0.1 0.278
H -0.529580 1.952328 0.064654 0.0 -0.6 -0.6 0.246
H -1.524751 -0.362663 -1.849839 0.5 0.2 0.3 0.249
H -0.228149 0.813237 -2.170620 0.5 0.5 -1.1 0.299
O 1.356778 -1.125036 -0.812881 -2.2 1.1 0.7 -0.584
```
Forces are in eV/Å.

Output
E_tot ... -7361.1715 eV
LUMO energy ... 0.91 eV
Relative energy (zero: lowest compared OMol25 entry of this formula, charge and spin) ... 104.6 kJ/mol
HOMO-LUMO gap ... 10.36 eV
SMILES ... C[C@H]1CCC1=O
Multiplicity ... 1

(9)
Here is one molecule with the formula C5H8O from the Open Molecules 2025 dataset. Energies are from wB97M-V/def2-TZVPD.

Structure (XYZ):
```
14
Properties=species:S:1:pos:R:3:forces:R:3:mulliken_charge:R:1
O 2.373632 -0.081991 -1.047848 -0.2 0.2 0.4 -0.477
C 1.876758 0.445571 -0.080133 0.1 -0.1 -0.2 -0.213
C 0.552044 0.054695 0.513328 0.1 -0.1 0.0 0.272
C -0.164022 -1.158678 -0.106333 0.0 -0.2 0.0 -0.753
C -1.459276 -0.324283 -0.216147 -0.2 0.0 0.0 -0.465
C -0.645524 0.956926 0.079238 0.0 0.2 0.0 -0.727
H 2.383268 1.305999 0.409917 0.0 -0.1 -0.1 0.352
H 0.640947 0.010433 1.605180 0.0 0.0 -0.1 0.368
H 0.274138 -1.406974 -1.076649 -0.1 0.0 0.1 0.252
H -0.206839 -2.063336 0.506063 0.0 0.1 -0.1 0.302
H -1.982561 -0.354877 -1.175975 0.1 0.0 0.2 0.277
H -2.176722 -0.552639 0.577711 0.1 0.0 -0.1 0.238
H -0.423554 1.531804 -0.825960 0.0 -0.1 0.1 0.274
H -1.042294 1.637351 0.837604 0.1 -0.1 -0.1 0.302
```
Forces are in eV/Å.

Output
E_tot ... -7361.0891 eV
LUMO energy ... 1.11 eV
Relative energy (zero: lowest compared OMol25 entry of this formula, charge and spin) ... 112.5 kJ/mol
HOMO-LUMO gap ... 10.86 eV
SMILES ... O=CC1CCC1
Multiplicity ... 1

(10)
Here is one molecule with the formula C5H8O from the Open Molecules 2025 dataset. Energies are from wB97M-V/def2-TZVPD.

Structure (XYZ):
```
14
Properties=species:S:1:pos:R:3:forces:R:3:mulliken_charge:R:1
C 2.007436 -0.962894 -0.671221 0.0 0.1 0.0 -1.076
C 1.422332 -0.272594 0.515131 0.0 -0.1 0.0 -0.004
C 0.254238 0.411394 0.544436 0.0 0.0 -0.2 -0.086
C -0.547699 0.581292 -0.633390 -0.1 0.0 0.5 -0.593
C -1.969114 0.826829 -0.327196 0.1 0.1 -0.3 -0.341
O -2.504124 0.546746 0.964635 0.1 -0.3 0.0 -0.530
H 3.055271 -0.666669 -0.799208 -0.1 0.0 0.0 0.285
H 2.010111 -2.049227 -0.508549 0.0 0.2 0.0 0.284
H 1.433102 -0.739134 -1.573740 0.1 0.0 0.1 0.383
H -0.092159 0.794688 1.508646 0.1 -0.1 -0.1 0.371
H 1.961273 -0.393371 1.457253 -0.1 0.0 -0.1 0.350
H -2.608028 0.405347 -1.116013 0.0 0.0 0.1 0.370
H -2.045582 1.917870 -0.463983 0.0 0.0 -0.1 0.268
H -2.377057 -0.400276 1.103199 -0.1 0.1 0.2 0.319
```
Forces are in eV/Å.

Output
E_tot ... -7358.1108 eV
LUMO energy ... -0.50 eV
Relative energy (zero: lowest compared OMol25 entry of this formula, charge and spin) ... 399.9 kJ/mol
HOMO-LUMO gap ... 7.70 eV
Multiplicity ... 1

(11)
Here is a 2-piece molecular cluster, C5H8O overall from the Open Molecules 2025 dataset. Energies are from wB97M-V/def2-TZVPD.

Structure (XYZ):
```
14
Properties=species:S:1:pos:R:3:forces:R:3:mulliken_charge:R:1
C 1.444528 -0.783372 -0.258685 0.0 0.1 0.0 -1.315
C 0.171497 -0.022523 -0.644540 -0.2 0.1 0.2 0.464
C -1.101790 -0.716863 -0.232621 -0.3 0.4 2.3 -0.926
C -0.047268 1.274229 0.055516 0.4 0.3 0.1 -0.566
C -0.820088 1.297495 1.159836 0.4 2.0 -0.6 0.330
O -1.383399 1.895413 2.007529 0.0 -1.0 -0.1 -0.445
H 1.430522 -1.031633 0.809777 0.0 0.1 -0.2 0.303
H 1.542935 -1.715297 -0.830622 0.0 0.2 0.1 0.346
H 2.332101 -0.169645 -0.445735 -0.1 -0.1 0.0 0.379
H 0.191851 0.201200 -1.721150 -0.2 -0.3 0.1 0.269
H -1.125512 -1.788105 -0.057159 0.2 -0.1 -0.2 0.364
H -1.994735 -0.369733 -0.793433 0.5 -0.1 0.9 0.296
H 0.381163 2.212554 -0.272521 0.2 0.1 0.2 0.371
H -1.050587 -0.247863 1.167473 -0.8 -1.6 -2.9 0.129
```
Forces are in eV/Å.

Output
E_tot ... -7359.1184 eV
LUMO energy ... 0.15 eV
Relative energy (zero: lowest compared OMol25 entry of this formula, charge and spin) ... 302.7 kJ/mol
HOMO-LUMO gap ... 8.62 eV
Multiplicity ... 1

(12)
Here is one molecule with the formula C5H8O from the Open Molecules 2025 dataset. Energies are from wB97M-V/def2-TZVPD.

Structure (XYZ):
```
14
Properties=species:S:1:pos:R:3:forces:R:3:mulliken_charge:R:1
C -0.226643 -1.002139 1.316564 -0.1 -0.1 0.1 -0.764
C 0.711670 -0.068660 0.594859 0.1 0.1 0.0 -0.086
C 0.747974 -0.182191 -0.931386 0.0 0.0 0.0 -0.606
C -0.404239 0.751532 -1.305968 0.1 0.0 -0.3 -0.418
O -1.396403 0.484365 -0.316721 -0.1 0.0 0.0 -0.398
C -0.695474 0.358707 0.893685 0.0 0.1 0.3 -0.108
H -0.590815 -1.875496 0.783352 0.0 0.2 0.0 0.231
H -0.067752 -1.151086 2.382384 0.0 0.0 -0.2 0.261
H 1.557136 0.370337 1.113037 -0.1 -0.1 0.0 0.355
H 0.516350 -1.201788 -1.263549 0.1 0.1 0.1 0.234
H 1.711360 0.104345 -1.363240 -0.2 0.1 0.1 0.336
H -0.845649 0.585474 -2.291402 0.0 -0.1 0.1 0.314
H -0.075274 1.800251 -1.234326 -0.1 -0.1 0.0 0.272
H -0.958143 1.097825 1.644992 0.1 -0.1 -0.1 0.376
```
Forces are in eV/Å.

Output
E_tot ... -7360.7659 eV
LUMO energy ... 1.21 eV
Relative energy (zero: lowest compared OMol25 entry of this formula, charge and spin) ... 143.7 kJ/mol
HOMO-LUMO gap ... 10.62 eV
SMILES ... C1C[C@@H]2C[C@@H]2O1
Multiplicity ... 1